# 1
{"formula": "C15H18ClN3O7S", "method": "ωB97M-V with the def2-TZVPD basis set", "species": ["C", "C", "Cl", "C", "O", "S", "O", "O", "N", "H", "H", "H", "H", "H", "H", "H", "H", "C", "C", "C", "C", "C", "C", "N", "O", "O", "H", "H", "H", "H", "H", "C", "C", "C", "C", "C", "C", "N", "O", "O", "H", "H", "H", "H", "H"], "coordinates": [[4.25986, -3.89922, 0.81258], [3.92640, -2.92969, -0.33127], [5.35524, -2.74454, -1.38603], [3.49042, -1.54108, 0.16836], [2.23392, -1.11685, -0.39303], [0.87366, -1.54938, 0.39524], [0.93696, -1.01048, 1.71532], [1.13466, -3.13368, 0.72507], [0.76200, -3.91672, -0.41914], [3.47112, -4.62767, 0.91843], [5.17941, -4.40984, 0.57366], [4.39340, -3.36470, 1.74115], [3.09063, -3.31481, -0.89156], [3.49172, -1.47688, 1.24901], [4.22395, -0.83063, -0.18182], [-0.23176, -3.74898, -0.56354], [0.88536, -4.87243, -0.10911], [0.77222, 2.24535, 1.49974], [0.39732, 3.47947, 2.01652], [0.47669, 4.61924, 1.23451], [0.93287, 4.50219, -0.06460], [1.31699, 3.28527, -0.59521], [1.23677, 2.14736, 0.19330], [1.00291, 5.70534, -0.90864], [0.67687, 6.76624, -0.40799], [1.38041, 5.56887, -2.05769], [0.70269, 1.35767, 2.11242], [0.03878, 3.55265, 3.03398], [0.18637, 5.57989, 1.63200], [1.67482, 3.21963, -1.61181], [1.53386, 1.19709, -0.21917], [-5.69154, 0.81557, -0.21648], [-5.36484, 0.65149, -1.55589], [-4.32689, -0.18897, -1.91930], [-3.63343, -0.85643, -0.92681], [-3.93961, -0.70245, 0.41281], [-4.97789, 0.14243, 0.76571], [-2.54174, -1.75945, -1.30867], [-2.26470, -1.86063, -2.48556], [-1.96246, -2.35557, -0.41149], [-6.50552, 1.47092, 0.06288], [-5.92008, 1.17849, -2.31881], [-4.06610, -0.31969, -2.95856], [-3.38049, -1.22894, 1.17139], [-5.23126, 0.27452, 1.80807]], "forces_ev_per_a": [[0.1, 0.3, -0.6], [-0.4, 0.2, 1.0], [0.0, 0.0, -0.4], [0.6, 0.1, -0.3], [-0.2, -0.7, 0.3], [0.1, 0.0, -1.1], [0.2, 0.6, 1.2], [-0.1, 0.0, 0.1], [0.2, 0.0, -0.7], [-0.2, -0.2, 0.2], [0.2, -0.3, 0.1], [0.0, 0.0, 0.3], [0.1, -0.2, -0.6], [-0.4, -0.1, 0.3], [0.0, 0.4, -0.1], [-0.1, -0.1, 0.1], [0.0, 0.0, 0.2], [0.0, 0.0, 0.0], [0.0, -0.1, -0.1], [-0.1, 0.1, 0.2], [0.0, -0.1, 0.1], [0.1, -0.2, -0.2], [-0.1, 0.3, 0.1], [0.0, 0.2, -0.1], [0.1, -0.2, -0.1], [-0.1, 0.0, 0.2], [0.0, 0.0, 0.0], [0.0, 0.0, 0.0], [0.0, 0.1, -0.1], [0.0, 0.1, 0.0], [0.1, -0.1, 0.0], [0.0, 0.0, 0.0], [0.0, 0.0, 0.1], [0.0, 0.0, -0.2], [-0.1, 0.1, 0.1], [0.0, 0.0, 0.2], [-0.1, 0.1, -0.1], [0.2, 0.0, -0.1], [-0.1, 0.0, 0.2], [-0.2, -0.1, -0.1], [0.0, 0.0, 0.0], [0.0, 0.0, 0.0], [0.1, -0.1, 0.0], [0.1, -0.1, -0.1], [0.0, 0.0, 0.0]], "largest_force_ev_per_a": 1.32, "e_lumo_ha": -0.035, "total_energy_ev": -57999.7504, "homo_lumo_gap_ev": 8.978, "e_homo_ha": -0.36516}

# 2
{"formula": "CH11O5", "method": "ωB97M-V with the def2-TZVPD basis set", "species": ["C", "O", "H", "H", "H", "H", "H", "O", "H", "H", "O", "H", "H", "O", "H", "H", "O"], "coordinates": [[0.73570, 0.13986, -0.59109], [-0.26224, -0.38765, 0.14900], [0.31844, 0.57134, -1.54674], [1.39206, -0.64636, -1.07179], [1.30080, 0.80594, 0.05692], [-0.85496, -0.54774, -3.33803], [-0.04847, -1.64662, -2.72706], [-0.41626, -1.34919, -3.53268], [0.27675, 3.58959, 0.32009], [0.13727, 3.92428, 1.88447], [0.47842, 4.33162, 1.00343], [0.26522, -3.03255, 1.72445], [-0.04837, -2.03223, 0.43618], [0.14782, -3.02781, 0.68632], [-1.88247, -0.23789, 2.39832], [-0.62655, -0.42553, 1.60159], [-0.91313, -0.02907, 2.54664]], "forces_ev_per_a": [[-0.4, -1.1, -1.1], [-1.1, -1.6, 0.0], [0.4, 0.8, 0.6], [0.3, 0.4, 0.7], [0.8, 0.7, -0.6], [-0.6, 1.3, 0.5], [0.6, -0.4, 1.6], [0.1, -0.9, -2.0], [0.5, 1.8, 1.9], [0.9, 0.9, -2.4], [-1.4, -2.8, 0.5], [-0.4, 0.3, -3.4], [0.3, -1.0, 0.5], [0.1, 0.9, 2.7], [1.5, 0.6, 0.7], [0.6, 1.7, 1.0], [-1.9, -1.6, -1.3]], "charge": -1, "largest_force_ev_per_a": 3.39, "e_lumo_ha": 0.137, "total_energy_ev": -11453.0114, "relative_energy_kcal_mol": 37.9, "homo_lumo_gap_ev": 7.907, "e_homo_ha": -0.15344}

# 3
{"formula": "ClH3N2OS", "method": "ωB97M-V with the def2-TZVPD basis set", "species": ["N", "S", "N", "O", "H", "H", "Cl", "H"], "coordinates": [[-0.89337, 0.23745, -0.24102], [0.06314, 1.38939, -0.46640], [1.16404, 1.24883, -1.50902], [-0.20864, 2.64863, 0.12394], [-0.77257, -0.71205, -0.75559], [1.84328, 1.87541, -1.72711], [-0.01716, -3.28679, 2.28991], [-1.17872, -3.40087, 2.28529]], "forces_ev_per_a": [[0.5, -0.8, -0.6], [1.2, -1.6, -3.0], [-3.6, -3.4, 1.8], [-0.4, 0.4, 1.0], [0.4, 2.6, 1.0], [2.0, 2.7, -0.2], [4.9, 0.5, 0.0], [-4.9, -0.5, 0.0]], "largest_force_ev_per_a": 5.22, "e_lumo_ha": -0.003, "total_energy_ev": -28431.0362, "smiles": "N=S(=N)=O.Cl", "relative_energy_kcal_mol": 34.9, "homo_lumo_gap_ev": 10.650, "e_homo_ha": -0.39477}

# 4
{"formula": "C36H43Cl2CoN6O6SSi", "method": "ωB97M-V with the def2-TZVPD basis set", "species": ["Co", "Cl", "C", "C", "C", "N", "C", "O", "C", "C", "C", "C", "C", "N", "C", "C", "C", "Cl", "N", "C", "O", "C", "C", "C", "C", "C", "N", "H", "H", "H", "H", "H", "H", "H", "H", "H", "H", "N", "C", "O", "C", "C", "C", "C", "N", "C", "H", "H", "H", "H", "H", "H", "C", "C", "C", "C", "O", "Si", "S", "O", "C", "C", "C", "C", "O", "C", "C", "C", "C", "H", "H", "H", "H", "H", "H", "H", "H", "H", "H", "H", "H", "H", "H", "H", "H", "H", "H", "H", "H", "H", "H", "H", "H", "H", "H", "H"], "coordinates": [[-1.29737, -0.09784, -1.09367], [-7.74322, -0.81522, 0.82007], [-6.23468, -0.09595, 0.38659], [-5.55159, -0.48944, -0.74483], [-4.19955, -0.10700, -0.88853], [-3.25931, -0.68856, -1.66874], [-3.50435, -1.57555, -2.67106], [-4.56318, -1.73801, -3.21870], [-2.28603, -2.42933, -2.99249], [-2.35929, -3.68723, -3.63612], [-1.16561, -4.41331, -3.70717], [0.05638, -3.83006, -3.34682], [0.05034, -2.57288, -2.78811], [-1.12399, -1.92462, -2.59371], [-3.70033, 1.00402, -0.02345], [-4.42382, 1.34723, 1.12909], [-5.62103, 0.71589, 1.38540], [-6.38278, 1.07087, 2.83577], [-2.46612, 1.54580, -0.40454], [-2.22537, 2.84079, -0.03039], [-2.64517, 3.44246, 0.93729], [-1.26288, 3.62029, -0.92044], [-0.47060, 4.58553, -0.30135], [0.40244, 5.33767, -1.02557], [0.39269, 5.22756, -2.38775], [-0.44107, 4.31142, -2.98007], [-1.25333, 3.49634, -2.27282], [-5.95801, -1.25144, -1.36204], [-3.21870, -4.14927, -4.02241], [-1.11209, -5.38727, -4.14117], [1.00812, -4.42014, -3.36497], [0.97253, -2.04812, -2.42378], [-3.96378, 2.00037, 1.82409], [-0.43023, 4.61837, 0.78360], [1.17651, 5.97591, -0.54127], [1.04118, 5.84528, -3.03669], [-0.54404, 4.21559, -4.07420], [-0.81687, 0.95198, -6.27860], [0.46485, 1.25667, -5.97127], [1.29909, 1.32962, -6.83598], [0.84523, 1.37750, -4.50446], [2.02784, 1.88183, -4.02514], [2.27686, 1.88205, -2.66821], [1.28980, 1.43049, -1.78819], [0.19303, 0.83472, -2.27016], [-0.04915, 0.86224, -3.55926], [-0.99326, 0.76512, -7.26631], [-1.53437, 0.98177, -5.60158], [2.74145, 2.20963, -4.84195], [3.23282, 2.28361, -2.24894], [1.52765, 1.50412, -0.74559], [-0.97383, 0.38799, -3.84454], [1.66175, 1.52026, 4.37072], [0.62486, 1.51963, 3.20737], [-0.69016, 0.96709, 3.62914], [0.45944, 2.89214, 2.60941], [1.16334, 0.76434, 2.15085], [1.05639, -0.80400, 1.72708], [-0.60735, -1.50688, 0.54067], [2.35928, -1.13986, 0.77457], [3.78696, -1.10823, 0.90329], [4.32080, -1.90472, -0.24836], [4.22028, -1.82245, 2.14118], [4.24884, 0.30646, 0.89006], [0.94309, -1.57545, 3.13529], [0.55158, -2.89028, 3.51430], [-0.91571, -2.97147, 3.81648], [1.44512, -3.13067, 4.74329], [0.91594, -3.95088, 2.47417], [1.22118, 1.89929, 5.32084], [2.50263, 2.17298, 4.00963], [1.98544, 0.48048, 4.53748], [-1.14110, 1.53589, 4.46021], [-0.55948, -0.03358, 3.96168], [-1.43168, 0.97435, 2.79112], [-0.13683, 3.53441, 3.25276], [-0.08166, 2.94822, 1.62310], [1.46814, 3.25797, 2.49180], [3.75091, -2.81251, -0.27343], [5.41587, -1.99022, -0.14886], [4.18568, -1.44663, -1.19304], [3.83235, -2.85889, 2.13464], [3.81890, -1.42486, 3.08673], [5.34240, -1.92231, 2.17550], [4.01188, 0.88756, 0.01024], [5.28315, 0.47622, 1.02356], [3.72169, 0.81262, 1.69143], [-1.19366, -2.30635, 4.65594], [-1.23606, -3.91976, 4.26476], [-1.54493, -2.72185, 2.94841], [1.20879, -2.32109, 5.46523], [2.52573, -3.02939, 4.48642], [1.34779, -4.06927, 5.19708], [0.11347, -3.97322, 1.74855], [0.99142, -4.92199, 2.93748], [1.82973, -3.81260, 1.97238]], "forces_ev_per_a": [[-0.3, 0.1, -0.2], [-0.1, 0.0, -0.5], [0.3, -0.6, 0.3], [0.0, 0.1, 1.1], [1.0, 0.6, -0.1], [0.0, 1.2, 0.8], [0.4, -0.6, 0.6], [-0.9, -0.3, -0.7], [0.2, -0.5, -0.5], [2.0, 0.4, 0.9], [0.3, 1.2, -0.3], [0.7, -0.9, 0.6], [-0.4, 0.8, 0.5], [1.0, 0.3, 0.1], [1.5, -0.4, -0.7], [-0.2, -0.9, -0.7], [0.7, 0.8, -1.2], [-0.6, 0.1, 1.0], [-2.0, -0.6, 0.0], [1.1, 0.0, -0.4], [-0.4, 0.0, 0.3], [0.2, 0.6, -1.4], [0.0, -0.9, 1.3], [1.5, 1.0, 0.4], [0.8, 0.7, -1.6], [-1.4, -0.9, 0.0], [0.1, 0.0, 0.8], [-0.3, -0.3, -0.5], [-1.3, -0.1, -0.2], [-0.3, -0.5, -0.2], [-1.0, 0.7, -0.2], [-1.0, -0.6, -0.4], [0.0, 0.5, 0.5], [-0.3, 0.2, -0.3], [-1.0, -0.4, -0.3], [-0.4, -0.4, 0.5], [0.3, 0.1, 0.6], [0.4, 0.0, -0.7], [0.4, -0.2, 0.5], [1.0, 0.3, -0.6], [-2.0, -0.6, 0.3], [1.3, 0.3, -2.1], [0.6, 0.8, 0.8], [1.2, -0.2, -1.5], [-0.3, 0.4, 1.5], [0.5, 0.0, -0.8], [-0.1, 0.2, 0.7], [-0.8, 0.0, 0.2], [-0.6, -0.2, 1.4], [-1.0, -0.4, -0.5], [-0.6, -0.4, 0.6], [-0.1, -0.1, -0.1], [-0.2, 0.4, -0.5], [0.0, 0.3, 0.3], [-1.8, 0.4, 0.0], [-0.6, 0.7, -0.5], [0.7, -0.5, -1.0], [-0.9, -0.4, -1.5], [0.7, 0.3, 0.6], [-0.2, 0.1, 0.2], [-0.5, -0.1, -0.4], [0.8, 0.1, 0.0], [0.7, -1.3, 1.4], [-0.9, 1.3, 0.4], [0.0, -0.2, 0.3], [1.9, -1.0, 0.4], [-1.2, 0.6, 1.2], [0.4, 2.1, -0.1], [-1.5, 0.0, 0.2], [0.4, 0.0, -0.7], [-0.5, -0.7, 0.7], [0.0, 0.4, -0.1], [0.3, 0.0, -0.3], [-0.1, -0.9, 0.3], [0.6, 0.0, 0.5], [0.2, 0.2, 0.3], [0.7, -0.8, 1.1], [0.2, 0.7, -0.3], [0.3, -0.9, 0.0], [-0.4, -0.6, 0.1], [-0.5, 0.8, -1.0], [0.2, 0.4, -0.2], [0.3, 0.4, -0.4], [-1.1, 0.3, 0.2], [-0.4, -0.3, -0.7], [1.3, -0.3, 0.4], [0.0, 0.3, 0.3], [0.3, 0.3, -0.5], [0.4, -0.3, -0.6], [0.3, -0.2, 0.3], [0.2, -0.5, -0.1], [-0.8, 0.1, -0.1], [-0.5, -1.5, 0.7], [0.0, -0.2, -0.4], [-0.2, -0.4, 0.3], [1.2, 0.6, -0.6]], "largest_force_ev_per_a": 2.47, "e_lumo_ha": [-0.007, -0.092], "multiplicity": 5, "total_energy_ev": -140646.2773, "homo_lumo_gap_ev": [7.648, 5.378], "e_homo_ha": [-0.28810, -0.28978]}

# 5
{"formula": "H18O9Sn", "method": "ωB97M-V with the def2-TZVPD basis set", "species": ["Sn", "O", "H", "H", "O", "H", "H", "O", "H", "H", "O", "H", "H", "O", "H", "H", "O", "H", "H", "O", "H", "H", "O", "H", "H", "O", "H", "H"], "coordinates": [[-0.10273, 0.06613, 0.00835], [1.02659, 2.39590, 0.33188], [1.38996, 2.81847, 1.06433], [1.69510, 2.57598, -0.27523], [-1.85851, 2.23056, 0.47744], [-2.76404, 1.94611, 0.59092], [-1.69044, 2.45974, 1.41395], [0.22376, 0.54798, 2.55428], [0.70909, 1.29471, 2.90167], [0.11798, -0.10442, 3.20353], [2.40409, -0.29936, 0.50945], [3.29683, 0.05154, 0.55920], [2.67746, -1.18849, 0.25748], [1.48412, 0.67668, -2.04841], [1.01935, 0.07121, -2.65607], [2.43827, 0.46534, -2.10671], [-1.77408, 0.73192, -2.05763], [-2.13998, 0.41701, -2.89941], [-1.98955, 1.66520, -2.07390], [0.23687, -1.97381, -1.44334], [-0.40354, -2.35668, -2.07330], [1.02291, -2.24225, -1.97795], [0.22437, -2.25970, 1.48993], [0.96052, -2.42580, 2.04600], [-0.33198, -2.86627, 2.01719], [-2.34829, -1.26312, 0.11921], [-2.78537, -1.55131, -0.66320], [-2.73878, -1.88330, 0.73035]], "forces_ev_per_a": [[-0.1, 0.6, 0.3], [-2.0, -1.4, -0.2], [0.5, 1.2, 2.6], [1.6, 0.3, -2.5], [0.3, -0.2, 1.2], [-0.8, -0.3, -0.5], [0.4, 0.3, -0.6], [-0.1, 1.3, -2.0], [0.2, 0.0, 0.5], [-0.1, -1.3, 1.7], [0.7, -0.8, -0.2], [0.2, 1.1, 0.3], [-0.6, -0.6, 0.0], [0.1, -0.5, -0.2], [0.4, 0.6, 0.0], [-0.7, 0.1, -0.1], [0.0, -0.5, -0.5], [0.2, -0.1, 0.2], [0.0, 0.5, 0.2], [0.7, -1.0, -2.1], [-0.5, 0.2, 0.7], [-0.1, 0.4, 1.0], [-1.3, -0.6, 0.6], [2.2, 0.4, 0.5], [-0.8, 0.3, -0.9], [0.3, 0.1, 0.6], [-0.5, 0.1, -1.5], [0.0, -0.2, 1.0]], "charge": 2, "largest_force_ev_per_a": 2.97, "e_lumo_ha": -0.227, "total_energy_ev": -24536.8076, "relative_energy_kcal_mol": 12.2, "homo_lumo_gap_ev": 10.707, "e_homo_ha": -0.62077}

# 6
{"formula": "C5H8O2", "method": "ωB97M-V with the def2-TZVPD basis set", "species": ["O", "C", "C", "C", "C", "O", "C", "H", "H", "H", "H", "H", "H", "H", "H"], "coordinates": [[-0.90910, 2.82454, -1.00329], [-0.52502, 1.75934, -0.60204], [-0.96506, 0.87969, 0.55363], [0.33289, 0.04566, 0.36261], [0.09570, -1.45509, 0.44141], [1.03476, -2.17098, -0.35184], [0.64248, 0.84122, -0.96018], [-1.88092, 0.33353, 0.28399], [-1.12558, 1.39676, 1.50017], [1.08425, 0.28481, 1.12718], [-0.94138, -1.69176, 0.15945], [0.16828, -1.71326, 1.50545], [0.87279, -3.09281, -0.11457], [0.53257, 0.35490, -1.93783], [1.58335, 1.40347, -0.96414]], "forces_ev_per_a": [[0.2, -0.5, 0.0], [-0.2, 0.4, -0.1], [-0.2, 0.1, 0.2], [0.0, 0.1, 0.1], [-0.2, 0.5, -0.2], [-0.4, -0.2, 0.5], [0.0, 0.1, -0.1], [0.2, 0.0, 0.1], [0.0, 0.0, 0.0], [-0.2, 0.2, -0.3], [0.2, 0.0, -0.3], [0.1, -0.2, -0.1], [0.4, 0.0, -0.3], [0.0, -0.2, 0.4], [0.0, -0.3, 0.0]], "largest_force_ev_per_a": 0.69, "e_lumo_ha": 0.027, "total_energy_ev": -9408.4472, "smiles": "O=C1CC(CO)C1", "relative_energy_kcal_mol": 31.9, "homo_lumo_gap_ev": 10.238, "e_homo_ha": -0.34964}

Which formula does entry 3 have? ClH3N2OS

Which formula does entry 1 have? C15H18ClN3O7S

Please write out number 5 again, unchanged.
{"formula": "H18O9Sn", "method": "ωB97M-V with the def2-TZVPD basis set", "species": ["Sn", "O", "H", "H", "O", "H", "H", "O", "H", "H", "O", "H", "H", "O", "H", "H", "O", "H", "H", "O", "H", "H", "O", "H", "H", "O", "H", "H"], "coordinates": [[-0.10273, 0.06613, 0.00835], [1.02659, 2.39590, 0.33188], [1.38996, 2.81847, 1.06433], [1.69510, 2.57598, -0.27523], [-1.85851, 2.23056, 0.47744], [-2.76404, 1.94611, 0.59092], [-1.69044, 2.45974, 1.41395], [0.22376, 0.54798, 2.55428], [0.70909, 1.29471, 2.90167], [0.11798, -0.10442, 3.20353], [2.40409, -0.29936, 0.50945], [3.29683, 0.05154, 0.55920], [2.67746, -1.18849, 0.25748], [1.48412, 0.67668, -2.04841], [1.01935, 0.07121, -2.65607], [2.43827, 0.46534, -2.10671], [-1.77408, 0.73192, -2.05763], [-2.13998, 0.41701, -2.89941], [-1.98955, 1.66520, -2.07390], [0.23687, -1.97381, -1.44334], [-0.40354, -2.35668, -2.07330], [1.02291, -2.24225, -1.97795], [0.22437, -2.25970, 1.48993], [0.96052, -2.42580, 2.04600], [-0.33198, -2.86627, 2.01719], [-2.34829, -1.26312, 0.11921], [-2.78537, -1.55131, -0.66320], [-2.73878, -1.88330, 0.73035]], "forces_ev_per_a": [[-0.1, 0.6, 0.3], [-2.0, -1.4, -0.2], [0.5, 1.2, 2.6], [1.6, 0.3, -2.5], [0.3, -0.2, 1.2], [-0.8, -0.3, -0.5], [0.4, 0.3, -0.6], [-0.1, 1.3, -2.0], [0.2, 0.0, 0.5], [-0.1, -1.3, 1.7], [0.7, -0.8, -0.2], [0.2, 1.1, 0.3], [-0.6, -0.6, 0.0], [0.1, -0.5, -0.2], [0.4, 0.6, 0.0], [-0.7, 0.1, -0.1], [0.0, -0.5, -0.5], [0.2, -0.1, 0.2], [0.0, 0.5, 0.2], [0.7, -1.0, -2.1], [-0.5, 0.2, 0.7], [-0.1, 0.4, 1.0], [-1.3, -0.6, 0.6], [2.2, 0.4, 0.5], [-0.8, 0.3, -0.9], [0.3, 0.1, 0.6], [-0.5, 0.1, -1.5], [0.0, -0.2, 1.0]], "charge": 2, "largest_force_ev_per_a": 2.97, "e_lumo_ha": -0.227, "total_energy_ev": -24536.8076, "relative_energy_kcal_mol": 12.2, "homo_lumo_gap_ev": 10.707, "e_homo_ha": -0.62077}